[1]
A molecular structure, C42H47BaBrCl2N4O2SeSi2 at a distorted geometry. Source: the Open Molecules 2025 dataset; level of theory: wB97M-V/def2-TZVPD.

Geometry (Å):
Ba: 0.5408 0.6714 0.1432
N: -0.7101 -0.0250 2.8782
C: -0.1905 0.3753 4.1169
C: 0.0139 -0.6118 5.0846
C: 0.5552 -0.3124 6.3240
C: 0.9074 0.9966 6.6179
C: 0.7022 1.9767 5.6542
C: 0.1502 1.7140 4.4002
C: -0.0298 2.8518 3.4376
C: -0.4868 4.0696 3.9549
C: -0.5166 5.2108 3.1623
C: -0.0688 5.1333 1.8476
C: 0.3298 3.8970 1.3438
C: 0.3364 2.7013 2.0855
H: -1.3927 0.6200 2.4917
H: -1.0592 -0.9779 2.8720
H: -0.2753 -1.6305 4.8453
H: 0.6947 -1.1017 7.0542
H: 1.3324 1.2557 7.5805
H: 1.0035 2.9966 5.8645
H: -0.8381 4.1275 4.9819
H: -0.8804 6.1482 3.5690
H: -0.0483 6.0224 1.2238
H: 0.6643 3.8734 0.2987
C: 4.3075 -1.5759 0.6368
C: 3.1582 -2.4239 0.2127
N: 2.0009 -2.0123 -0.2503
C: 1.2615 -3.1528 -0.5176
C: 1.9829 -4.2580 -0.2137
N: 3.1969 -3.7809 0.2433
H: 3.9944 -0.5330 0.6675
H: 5.1380 -1.6593 -0.0689
H: 4.6680 -1.8689 1.6252
H: 0.2404 -3.0994 -0.8584
H: 1.7444 -5.3061 -0.2431
H: 3.9525 -4.3339 0.6031
Cl: 0.4100 5.5829 -3.8219
C: 0.0797 4.0118 -3.0272
Cl: -0.7172 2.8760 -4.1350
H: -0.5856 4.1902 -2.1904
H: 1.0210 3.5804 -2.7114
N: -0.1090 -0.4115 -2.8660
C: -0.0099 -0.8809 -3.9063
C: 0.1010 -1.4702 -5.2264
C: 0.1111 -0.6451 -6.3424
C: 0.2086 -1.2125 -7.6052
C: 0.2947 -2.5906 -7.7411
C: 0.2851 -3.4086 -6.6207
C: 0.1887 -2.8492 -5.3542
H: 0.0441 0.4274 -6.2119
H: 0.2153 -0.5754 -8.4797
H: 0.3682 -3.0306 -8.7279
H: 0.3496 -4.4833 -6.7274
H: 0.1759 -3.4697 -4.4675
Br: 9.2397 2.9520 -1.8302
C: 7.3822 2.6292 -1.5583
C: 6.9140 2.4292 -0.2712
C: 5.5569 2.1970 -0.0839
C: 4.6848 2.1862 -1.1645
C: 5.1796 2.3971 -2.4445
C: 6.5359 2.6109 -2.6540
C: 3.2035 1.9652 -0.9416
O: 2.4068 2.3998 -1.7958
O: 2.8841 1.3540 0.1178
H: 7.5957 2.4540 0.5679
H: 5.1538 2.0253 0.9065
H: 4.4826 2.3977 -3.2731
H: 6.9291 2.7679 -3.6492
C: -2.0407 -4.9033 -1.2998
Si: -2.7561 -4.9946 0.4502
C: -4.5789 -4.5412 0.2574
C: -2.7440 -6.8361 0.8864
Se: -1.6861 -3.7711 1.9201
H: -2.5952 -5.5490 -1.9918
H: -0.9904 -5.2139 -1.3037
H: -2.0919 -3.8750 -1.6718
H: -5.1282 -5.2958 -0.3201
H: -4.6801 -3.5774 -0.2504
H: -5.0435 -4.4472 1.2423
H: -3.3419 -7.4366 0.1895
H: -3.1417 -6.9704 1.8963
H: -1.7175 -7.2155 0.8844
C: -3.7483 0.4207 -1.5172
Si: -2.5392 1.4490 -0.4227
C: -3.0010 3.2358 -0.9942
C: -3.4258 1.3817 1.2824
C: -3.9164 0.1672 1.7925
C: -4.4048 0.0524 3.0882
C: -4.4156 1.1601 3.9292
C: -3.9329 2.3745 3.4565
C: -3.4487 2.4806 2.1562
H: -4.7793 0.7967 -1.4749
H: -3.7616 -0.6326 -1.2143
H: -3.4123 0.4498 -2.5611
H: -4.0690 3.4496 -0.8515
H: -2.7767 3.3569 -2.0606
H: -2.4334 3.9931 -0.4409
H: -3.8798 -0.7285 1.1784
H: -4.7473 -0.9125 3.4465
H: -4.7769 1.0722 4.9478
H: -3.9128 3.2419 4.1082
H: -3.0414 3.4337 1.8298

Cartesian forces (eV/Å) of the 3 atoms listed first:
-0.6 -0.7 0.3
0.1 0.1 -0.2
0.0 -0.1 -0.1

Summary:
HOMO ... -1.191 eV
F_max ... 1.50 eV/A
Calculated total energy ... -8498.67701 Ha
Total charge ... -2
Energy relative to the best compared isomer or geometry (same formula, charge and spin) ... 10.0 kcal/mol

---

[2]
A molecular structure, C42H47BrClGe2INO2PS2Ti. Source: the Open Molecules 2025 dataset; level of theory: wB97M-V/def2-TZVPD.

Geometry (Å):
Ti: 0.5676 0.1412 0.4390
C: -2.0782 -2.3548 4.2282
C: -1.3125 -1.3221 3.4019
Ge: -0.0739 -2.0525 2.0074
C: 1.4654 -2.8522 3.0086
C: 1.2088 -4.2347 3.6087
C: -1.0113 -3.6344 1.3039
C: -1.1690 -3.7768 -0.0154
Ge: -0.4268 -2.2985 -1.1333
C: 0.9325 -3.0981 -2.3529
C: 0.8793 -4.6158 -2.5104
C: -1.9405 -1.5859 -2.2203
C: -1.9302 -2.0344 -3.6810
C: -1.8505 -4.9751 -0.5662
C: -1.4385 -6.2574 -0.1899
C: -2.0588 -7.3913 -0.6909
C: -3.1176 -7.2746 -1.5824
C: -3.5453 -6.0087 -1.9591
C: -2.9177 -4.8761 -1.4606
H: -2.7886 -1.8824 4.9167
H: -1.4065 -2.9709 4.8310
H: -2.6501 -3.0306 3.5880
H: -0.7193 -0.6767 4.0559
H: -2.0125 -0.6736 2.8693
H: 1.7599 -2.1397 3.7852
H: 2.3134 -2.9022 2.3222
H: 0.3742 -4.2288 4.3137
H: 2.0853 -4.6201 4.1426
H: 0.9592 -4.9581 2.8285
H: -1.4215 -4.4077 1.9624
H: 1.9184 -2.7924 -1.9985
H: 0.8029 -2.5963 -3.3131
H: 1.0387 -5.1245 -1.5567
H: 1.6530 -4.9627 -3.2038
H: -0.0840 -4.9599 -2.8948
H: -1.9062 -0.4989 -2.1658
H: -2.8587 -1.8807 -1.7042
H: -1.0560 -1.6342 -4.1979
H: -2.8182 -1.6783 -4.2157
H: -1.9015 -3.1231 -3.7767
H: -0.6009 -6.3519 0.4911
H: -1.7076 -8.3720 -0.3903
H: -3.6012 -8.1588 -1.9803
H: -4.3735 -5.8990 -2.6499
H: -3.2666 -3.8974 -1.7614
Br: 2.6384 2.6406 -1.0433
C: 0.8198 3.0943 -0.9413
C: 0.3848 4.3227 -1.4107
C: -0.9749 4.5794 -1.3798
C: -1.8406 3.6110 -0.8978
C: -1.3110 2.4150 -0.4493
N: 0.0017 2.1709 -0.4631
C: -2.1857 1.2892 0.0790
O: -3.3923 1.4814 0.1615
O: -1.5466 0.2128 0.3444
H: 1.1000 5.0370 -1.7907
H: -1.3538 5.5287 -1.7387
H: -2.9121 3.7439 -0.8572
I: 4.0873 -0.4280 1.3649
C: 2.4939 -0.8280 -0.0678
H: 2.4906 -1.9170 -0.0850
H: 2.9266 -0.4808 -1.0088
S: 4.0081 -0.0260 -3.6678
P: 2.1977 0.5710 -4.1883
S: 0.6377 0.3846 -2.9652
C: 2.2856 2.3320 -4.7307
C: 1.2829 3.2379 -4.4089
C: 1.3693 4.5620 -4.8243
C: 2.4568 4.9882 -5.5712
C: 3.4636 4.0858 -5.8966
C: 3.3812 2.7689 -5.4724
C: 1.7072 -0.2388 -5.7707
C: 2.5453 -1.1398 -6.4117
C: 2.1393 -1.7651 -7.5859
C: 0.8958 -1.4857 -8.1304
C: 0.0520 -0.5818 -7.4935
C: 0.4538 0.0323 -6.3188
H: 0.4444 2.8939 -3.8137
H: 0.5858 5.2609 -4.5539
H: 2.5280 6.0215 -5.8906
H: 4.3218 4.4150 -6.4708
H: 4.1783 2.0682 -5.6906
H: 3.5111 -1.3496 -5.9675
H: 2.7963 -2.4778 -8.0707
H: 0.5767 -1.9775 -9.0421
H: -0.9272 -0.3687 -7.9058
H: -0.2143 0.7096 -5.7994
Cl: 1.8434 7.2447 2.3750
C: 1.5240 5.5157 2.3944
C: 0.2203 5.0593 2.3196
C: -0.0216 3.6950 2.3339
C: 1.0160 2.7496 2.4064
C: 0.7452 1.3121 2.3509
C: 2.3214 3.2620 2.4953
C: 2.5783 4.6221 2.4895
H: -0.5989 5.7641 2.2500
H: -1.0466 3.3431 2.2799
H: -0.2527 1.0948 2.7474
H: 1.4838 0.7260 2.9044
H: 3.1491 2.5633 2.5376
H: 3.5950 4.9902 2.5431

Cartesian forces (eV/Å) of the 3 atoms listed first:
-0.2 -0.4 0.0
0.0 0.0 0.0
0.0 0.0 0.0

Summary:
HOMO (spin up / spin down) ... -1.404 / -2.477 eV
F_max ... 0.46 eV/A
Calculated total energy ... -11306.95297 Ha
Total charge ... -2
2S+1 ... 3
Energy relative to the best compared isomer or geometry (same formula, charge and spin) ... 0.0 kcal/mol

---

[3]
A molecular structure, C42H47N11O3S2SeTi at a distorted geometry. Source: the Open Molecules 2025 dataset; level of theory: wB97M-V/def2-TZVPD.

Geometry (Å):
Ti: -0.7431 0.3413 -0.4122
N: -1.8717 4.2791 1.7970
C: -1.6495 4.0846 0.4870
N: -0.8255 3.0782 0.3322
C: -0.5687 2.6808 1.6131
N: -1.1865 3.3930 2.5255
C: 0.4234 1.6490 1.8740
C: 1.1674 1.6737 3.0380
N: 2.2855 0.9639 3.1846
C: 2.6908 0.2707 2.1423
C: 1.9214 0.1469 0.9815
N: 0.7501 0.8026 0.8412
H: -2.4216 4.9851 2.2612
H: -2.0818 4.6748 -0.3045
H: 0.8710 2.3267 3.8490
H: 3.6493 -0.2270 2.2122
H: 2.2838 -0.4043 0.1286
C: 0.9731 3.2313 -1.8966
C: 0.1919 2.2460 -2.7022
C: -0.1873 2.6111 -4.0062
C: -0.6757 1.6801 -4.8756
C: -0.6876 0.3207 -4.4952
C: -0.9381 -0.7309 -5.3992
C: -0.7972 -2.0321 -4.9980
C: -0.4179 -2.3315 -3.6818
C: -0.2146 -1.3252 -2.7656
S: 0.3819 -1.6059 -1.1377
C: -0.3509 0.0228 -3.1590
N: -0.0149 1.0021 -2.2436
H: 1.7818 3.6107 -2.5240
H: 1.3947 2.7712 -1.0093
H: 0.3668 4.0838 -1.6038
H: -0.0527 3.6379 -4.3160
H: -0.9785 1.9495 -5.8798
H: -1.1845 -0.4842 -6.4236
H: -0.9560 -2.8393 -5.6996
H: -0.2534 -3.3591 -3.3844
C: 2.1163 -8.4201 -0.1732
C: 2.4976 -7.3512 0.8485
C: 2.7164 -5.9695 0.2297
C: 1.4264 -5.2583 -0.1828
N: 0.5606 -4.9927 0.9603
C: 0.7950 -4.0552 1.9070
Se: 2.0905 -2.7519 1.8175
N: -0.1159 -4.2072 2.8991
C: -0.1500 -3.4676 4.1486
C: 0.2621 -4.3102 5.3582
C: 1.7687 -4.5860 5.4408
C: 2.2236 -5.7949 4.6236
C: -0.9802 -5.2367 2.5627
C: -2.1016 -5.7462 3.2034
C: -2.7797 -6.7717 2.5693
C: -2.3572 -7.2692 1.3336
C: -1.2403 -6.7612 0.6937
C: -0.5518 -5.7364 1.3300
H: 2.0372 -9.3942 0.3078
H: 2.8759 -8.4918 -0.9524
H: 1.1558 -8.2064 -0.6463
H: 3.4259 -7.6499 1.3379
H: 1.7295 -7.2943 1.6260
H: 3.3397 -6.0632 -0.6630
H: 3.2526 -5.3316 0.9342
H: 0.8609 -5.8690 -0.8865
H: 1.6638 -4.3032 -0.6508
H: -1.1636 -3.0831 4.2883
H: 0.5314 -2.6243 4.0414
H: -0.2855 -5.2562 5.3500
H: -0.0506 -3.7523 6.2432
H: 2.0272 -4.7608 6.4862
H: 2.3180 -3.6990 5.1138
H: 1.6975 -6.6976 4.9383
H: 3.2906 -5.9619 4.7686
H: 2.0566 -5.6497 3.5551
H: -2.4400 -5.3560 4.1537
H: -3.6550 -7.1979 3.0399
H: -2.9134 -8.0719 0.8693
H: -0.9259 -7.1503 -0.2648
N: -4.1297 -0.8915 3.7333
C: -3.4559 -1.3835 2.6706
C: -2.2271 -0.8396 2.2459
N: -1.5809 -1.2989 1.1796
C: -2.1164 -2.3711 0.5738
C: -3.3179 -2.9080 1.0001
N: -4.0025 -2.4065 2.0154
H: -3.7589 -0.1631 4.3140
H: -4.9964 -1.3323 3.9878
H: -1.7904 0.0027 2.7700
H: -1.5782 -2.8010 -0.2549
H: -3.7502 -3.7656 0.4980
C: -8.6069 -0.1852 1.5568
C: -7.2479 0.0347 0.9654
C: -6.5464 1.2049 1.2770
C: -5.3208 1.4668 0.7021
C: -4.7876 0.5414 -0.1899
C: -5.4458 -0.6349 -0.5001
C: -6.6772 -0.8799 0.0843
S: -3.1801 0.8926 -0.7805
O: -2.4807 -0.2989 -1.3566
O: -3.1146 2.0271 -1.6490
O: -2.3548 1.1091 0.4678
H: -8.6108 0.0621 2.6181
H: -8.9464 -1.2107 1.4308
H: -9.3270 0.4741 1.0686
H: -6.9795 1.9157 1.9688
H: -4.7725 2.3740 0.9238
H: -4.9962 -1.3313 -1.1964
H: -7.2046 -1.7936 -0.1552

Cartesian forces (eV/Å) of the 3 atoms listed first:
1.1 -2.0 -0.7
0.0 0.0 -0.2
-0.1 0.1 -0.1

Summary:
HOMO ... -11.733 eV
F_max ... 2.39 eV/A
Calculated total energy ... -6503.63678 Ha
Total charge ... +2
Energy relative to the best compared isomer or geometry (same formula, charge and spin) ... 68.5 kcal/mol

---

[4]
A molecular structure, C42H47N8O2P2S2Se2SiW at a distorted geometry. Source: the Open Molecules 2025 dataset; level of theory: wB97M-V/def2-TZVPD.

Geometry (Å):
W: -0.1967 0.5299 0.0005
Se: -3.6705 -5.3564 -0.5140
P: -4.3934 -3.6424 -1.4766
C: -4.6037 -3.8610 -3.2594
C: -5.8141 -3.6333 -3.9015
C: -5.9303 -3.8711 -5.2647
C: -4.8411 -4.3315 -5.9848
C: -3.6313 -4.5686 -5.3423
C: -3.5144 -4.3430 -3.9839
C: -5.9666 -2.9888 -0.8594
C: -6.7344 -3.7386 0.0216
C: -7.9476 -3.2399 0.4768
C: -8.3941 -1.9992 0.0470
C: -7.6326 -1.2518 -0.8438
C: -6.4189 -1.7429 -1.2939
C: -3.2729 -2.2147 -1.3480
C: -2.6910 -1.5468 -0.2778
N: -1.8777 -0.6021 -0.8220
N: -1.9570 -0.6956 -2.1494
N: -2.7779 -1.6516 -2.4771
P: -2.7795 -1.5427 1.5055
Se: -0.8052 -0.9250 2.1694
C: -4.0396 -0.3499 1.9773
C: -4.1456 -0.0072 3.3253
C: -5.0848 0.9260 3.7217
C: -5.9150 1.5218 2.7756
C: -5.8073 1.1806 1.4377
C: -4.8665 0.2420 1.0345
C: -3.2135 -3.1092 2.2477
C: -4.5370 -3.3642 2.6025
C: -4.8653 -4.5835 3.1718
C: -3.8793 -5.5342 3.3919
C: -2.5606 -5.2746 3.0444
C: -2.2233 -4.0637 2.4689
H: -6.6747 -3.2829 -3.3476
H: -6.8768 -3.7001 -5.7598
H: -4.9345 -4.5161 -7.0468
H: -2.7827 -4.9388 -5.9018
H: -2.5823 -4.5539 -3.4747
H: -6.3687 -4.7061 0.3449
H: -8.5479 -3.8244 1.1612
H: -9.3421 -1.6144 0.3992
H: -7.9888 -0.2903 -1.1902
H: -5.8254 -1.1662 -1.9960
H: -3.4873 -0.4626 4.0562
H: -5.1777 1.1890 4.7674
H: -6.6508 2.2511 3.0886
H: -6.4519 1.6442 0.7031
H: -4.7680 -0.0124 -0.0113
H: -5.3062 -2.6219 2.4306
H: -5.8913 -4.7909 3.4446
H: -4.1407 -6.4851 3.8372
H: -1.7977 -6.0221 3.2140
H: -1.2002 -3.8577 2.1821
C: 2.6459 -2.9627 0.4375
C: 1.9296 -1.6614 0.3485
N: 0.7743 -1.4950 -0.2190
O: 0.1745 -2.6550 -0.6524
C: 2.4898 -0.4097 0.8372
C: 3.8955 -0.1474 1.2479
N: 1.5423 0.4801 0.8104
O: 1.6336 1.7841 0.6686
H: 1.9476 -3.7938 0.4737
H: 3.2899 -2.9765 1.3140
H: 3.2759 -3.0955 -0.4462
H: -0.3917 -2.3788 -1.3916
H: 4.6023 -0.5818 0.5410
H: 4.1044 -0.5691 2.2329
H: 4.0624 0.9274 1.2844
C: 1.2108 5.1886 -3.9865
Si: 0.1481 3.7774 -4.5945
C: -1.6543 4.0878 -4.2242
C: 0.3619 3.5246 -6.4355
C: 0.7918 2.1930 -3.7595
C: 1.8016 1.4495 -4.3644
C: 2.3217 0.3079 -3.7675
C: 1.8046 -0.0964 -2.5563
N: 0.8183 0.5809 -1.9585
C: 0.3458 1.7040 -2.5333
S: -0.8220 2.4005 -1.4387
H: 0.9109 6.1304 -4.4495
H: 2.2633 5.0187 -4.2199
H: 1.1193 5.3015 -2.9044
H: -2.0238 4.8544 -4.9092
H: -1.8152 4.4403 -3.2064
H: -2.2562 3.1893 -4.3700
H: -0.0485 4.3834 -6.9702
H: -0.1708 2.6360 -6.7784
H: 1.4073 3.4319 -6.7332
H: 2.1927 1.7627 -5.3249
H: 3.1062 -0.2683 -4.2358
H: 2.1680 -0.9869 -2.0665
S: -1.8054 2.0228 1.3048
C: -1.0561 2.9781 2.5195
N: 0.2515 3.0793 2.6657
C: 0.8810 3.9457 3.6570
C: -0.0473 5.0983 3.9989
C: -1.4052 4.5427 4.3915
N: -1.8722 3.6432 3.3433
H: 0.8348 2.6056 1.9677
H: 1.8155 4.3070 3.2307
H: 1.1230 3.3686 4.5535
H: -0.1536 5.7538 3.1328
H: 0.3658 5.6838 4.8186
H: -2.1386 5.3387 4.5095
H: -1.3358 4.0041 5.3409
H: -2.8593 3.5055 3.1998

Cartesian forces (eV/Å) of the 3 atoms listed first:
-1.5 0.1 -0.4
0.0 0.0 0.0
0.0 0.0 0.0

Summary:
HOMO (spin up / spin down) ... -9.660 / -9.666 eV
F_max ... 1.60 eV/A
Calculated total energy ... -8855.63675 Ha
Total charge ... +1
Energy relative to the best compared isomer or geometry (same formula, charge and spin) ... 7.3 kcal/mol

---

> Which value of energy relative to the best compared isomer or geometry (same formula, charge and spin) does entry 1 give?

10.0 kcal/mol

---

> The highest energy relative to the best compared isomer or geometry (same formula, charge and spin) belongs to which entry?

C42H47N11O3S2SeTi